Entry 1:
117
Properties=species:S:1:pos:R:3:lowdin_spin:R:1 method="wB97M-V/def2-TZVPD" homo_ev="-9.728 / -9.936" gap_ev="5.741 / 5.045" energy_ha=-8536.99627 de_lowest_ev=1.715 charge=+1 multiplicity=6
Mn -0.296 1.339 -0.506 4.312
O 1.803 0.771 -0.666 0.076
C 2.975 1.327 -1.279 0.008
C 2.927 2.836 -1.178 0.001
C 1.655 3.429 -1.822 0.004
C 0.718 4.130 -0.878 0.009
C 0.732 5.513 -0.761 -0.002
C -0.196 6.153 0.041 0.009
C -1.149 5.395 0.704 -0.001
C -1.101 4.024 0.567 0.015
N -0.170 3.400 -0.173 0.006
H 1.648 -0.175 -0.992 0.002
H 3.016 1.001 -2.322 0.001
H 3.856 0.941 -0.762 0.001
H 3.813 3.236 -1.673 0.000
H 3.003 3.124 -0.129 0.000
H 1.090 2.649 -2.341 0.001
H 1.926 4.145 -2.598 0.001
H 1.459 6.077 -1.329 0.000
H -0.191 7.231 0.130 0.001
H -1.917 5.847 1.313 0.000
H -1.824 3.395 1.068 0.002
C -3.669 0.852 -0.253 0.009
C -4.067 1.132 -1.702 0.001
C -4.186 2.637 -1.952 0.001
C -3.194 0.447 -2.737 0.006
C -3.769 -0.482 -3.598 0.000
C -3.028 -1.103 -4.593 0.005
C -1.688 -0.784 -4.743 0.000
C -1.071 0.143 -3.910 0.006
C 0.373 0.560 -4.099 0.001
C 1.224 -0.460 -4.848 0.000
C 0.434 1.927 -4.786 0.001
C -1.832 0.747 -2.896 0.014
O -1.250 1.656 -2.082 0.131
H -4.458 1.185 0.426 0.001
H -2.770 1.413 0.026 0.006
H -3.473 -0.207 -0.076 0.000
H -5.064 0.701 -1.832 0.000
H -3.211 3.120 -1.871 0.000
H -4.864 3.093 -1.226 0.000
H -4.577 2.837 -2.950 0.000
H -4.822 -0.715 -3.488 0.000
H -3.495 -1.824 -5.251 0.000
H -1.118 -1.263 -5.528 0.000
H 0.810 0.661 -3.099 0.000
H 0.921 -0.546 -5.894 0.000
H 1.164 -1.447 -4.388 0.000
H 2.270 -0.148 -4.842 0.000
H 0.003 1.859 -5.787 0.000
H 1.467 2.269 -4.892 0.000
H -0.133 2.676 -4.231 0.000
C 1.597 -1.017 4.362 0.022
Ge 1.042 -1.242 2.493 0.034
C 2.498 -1.854 1.361 0.004
C -0.642 -2.204 2.429 0.003
Ge 0.689 1.173 2.073 0.129
C 2.205 2.358 2.269 0.011
C 2.104 3.753 2.243 0.005
C 3.224 4.547 2.424 -0.001
C 4.466 3.961 2.635 0.007
C 4.583 2.579 2.664 0.000
C 3.461 1.784 2.475 0.007
C -0.837 1.862 3.042 0.026
C -0.803 3.003 3.855 0.012
C -1.909 3.358 4.608 0.001
C -3.067 2.588 4.554 0.018
C -3.117 1.455 3.755 -0.001
C -2.006 1.094 3.006 0.017
H 1.575 -2.011 4.816 0.004
H 0.901 -0.383 4.911 0.000
H 2.604 -0.614 4.461 0.000
H 2.946 -2.734 1.822 0.001
H 3.262 -1.086 1.252 0.000
H 2.131 -2.134 0.375 0.000
H -0.446 -3.255 2.211 0.000
H -1.304 -1.826 1.655 0.000
H -1.129 -2.132 3.402 0.000
H 1.148 4.232 2.074 0.000
H 3.130 5.626 2.401 0.000
H 5.341 4.581 2.778 0.000
H 5.548 2.118 2.829 0.000
H 3.578 0.707 2.489 0.001
H 0.096 3.600 3.923 0.000
H -1.870 4.231 5.246 0.000
H -3.929 2.871 5.145 0.001
H -4.015 0.853 3.718 0.000
H -2.058 0.209 2.382 0.000
Cl 1.740 -5.738 -2.392 0.000
C 2.157 -6.090 -0.742 0.000
C 3.095 -7.074 -0.491 0.000
C 3.432 -7.375 0.819 0.000
C 2.853 -6.671 1.859 0.000
C 1.937 -5.668 1.585 0.000
Cl 1.325 -4.747 2.929 0.000
C 1.535 -5.364 0.283 0.000
N 0.621 -4.349 -0.025 0.000
C -0.752 -4.415 0.249 0.000
C -1.295 -5.343 1.135 0.000
C -2.646 -5.311 1.444 0.000
C -3.483 -4.373 0.863 0.000
C -2.953 -3.493 -0.069 0.000
C -1.604 -3.504 -0.394 0.001
C -1.103 -2.605 -1.496 0.000
C -0.173 -1.503 -1.052 0.012
O 1.039 -1.549 -1.309 0.011
O -0.705 -0.539 -0.374 0.047
H 3.540 -7.603 -1.322 0.000
H 4.152 -8.153 1.028 0.000
H 3.117 -6.873 2.887 0.000
H 0.855 -3.858 -0.877 0.000
H -0.664 -6.097 1.583 0.000
H -3.042 -6.038 2.142 0.000
H -4.538 -4.349 1.102 0.000
H -3.598 -2.789 -0.583 0.000
H -1.962 -2.128 -1.967 0.000
H -0.581 -3.179 -2.266 0.000

Entry 2:
119
Properties=species:S:1:pos:R:3:mulliken_charge:R:1 method="wB97M-V/def2-TZVPD" homo_ev=-13.781 gap_ev=4.914 energy_ha=-5438.02316 de_lowest_ev=0.000 charge=+3
Sc 14.183 -10.428 13.748 -0.844
C 10.100 -7.030 14.957 -1.520
C 11.422 -7.366 14.255 0.608
C 12.559 -7.082 15.316 -0.927
C 11.342 -8.789 13.653 0.461
C 10.255 -8.888 12.527 -0.631
O 11.014 -8.722 11.265 -0.377
C 12.304 -9.166 11.533 0.038
N 12.557 -9.287 12.861 1.198
C 13.078 -9.231 10.287 0.476
C 12.637 -8.402 9.222 -0.918
C 13.277 -8.471 8.010 -0.669
C 14.335 -9.363 7.806 -0.964
C 14.655 -10.293 8.800 -0.236
C 14.148 -10.153 10.105 -0.063
P 14.880 -11.310 11.338 2.606
C 16.603 -11.100 10.924 0.353
C 17.097 -9.848 10.512 -0.689
C 18.476 -9.688 10.301 -0.871
C 19.406 -10.749 10.521 -0.631
C 18.876 -12.033 10.918 -0.881
C 17.494 -12.128 11.181 -0.397
C 14.298 -12.984 10.862 0.679
C 13.065 -13.411 11.436 -0.384
C 12.572 -14.669 11.136 -0.750
C 13.253 -15.499 10.285 -0.653
C 14.460 -15.132 9.703 -0.923
C 14.960 -13.862 9.979 -0.165
H 10.088 -6.073 15.522 0.428
H 9.879 -7.798 15.748 0.329
H 9.229 -6.932 14.270 0.361
H 11.566 -6.691 13.398 0.305
H 12.493 -7.700 16.197 0.267
H 12.372 -6.038 15.658 0.504
H 13.569 -7.121 14.919 -0.105
H 11.109 -9.530 14.459 -0.424
H 9.464 -8.119 12.441 0.304
H 9.829 -9.923 12.519 0.265
H 11.870 -7.637 9.460 0.515
H 12.956 -7.877 7.108 0.401
H 14.718 -9.229 6.821 0.494
H 15.429 -11.080 8.613 0.377
H 16.373 -9.028 10.412 0.456
H 18.814 -8.713 9.993 0.559
H 20.523 -10.649 10.406 0.423
H 19.509 -12.862 11.141 0.528
H 17.123 -13.100 11.605 0.356
H 12.472 -12.755 12.058 0.320
H 11.659 -15.029 11.514 0.567
H 12.928 -16.536 10.171 0.392
H 14.888 -15.776 8.932 0.445
H 15.896 -13.520 9.493 0.360
C 11.349 -14.335 16.154 -1.987
C 11.969 -13.438 15.057 0.932
C 10.826 -12.551 14.519 -1.153
P 13.545 -12.542 15.508 0.943
C 13.483 -11.697 17.167 0.641
C 13.529 -12.719 18.321 -1.324
C 12.320 -10.724 17.357 -1.091
C 14.840 -13.945 15.622 0.387
C 14.357 -15.376 15.766 -1.543
C 15.759 -13.690 14.389 -1.091
H 10.764 -15.081 15.664 0.482
H 10.694 -13.804 16.817 0.432
H 12.062 -14.814 16.801 0.350
H 12.238 -14.081 14.242 -0.020
H 10.637 -11.805 15.288 0.330
H 9.920 -13.152 14.366 0.533
H 11.096 -12.043 13.581 -0.199
H 14.384 -10.995 17.053 0.196
H 12.681 -13.391 18.218 0.290
H 13.359 -12.160 19.245 0.429
H 14.430 -13.319 18.453 0.358
H 11.422 -11.257 17.740 0.271
H 11.999 -10.270 16.391 -0.066
H 12.589 -9.875 18.101 0.418
H 15.499 -13.757 16.475 0.536
H 13.619 -15.642 15.003 0.255
H 13.887 -15.568 16.745 0.375
H 15.264 -16.051 15.675 0.416
H 15.456 -14.204 13.465 0.205
H 16.756 -14.060 14.646 0.635
H 15.906 -12.597 14.275 0.050
Cl 15.112 0.570 13.020 -0.165
C 15.712 -1.013 13.178 0.398
C 15.668 -1.970 12.147 -0.938
C 16.201 -3.218 12.407 -0.221
C 16.732 -3.604 13.618 0.027
C 17.437 -4.940 13.767 0.689
C 16.758 -5.783 14.904 -1.654
N 16.711 -7.252 14.645 0.495
C 17.592 -8.278 15.120 -0.654
C 17.050 -9.439 14.715 -1.135
N 15.856 -9.199 14.002 0.771
C 15.716 -7.871 13.969 -1.268
O 18.811 -4.641 13.989 -0.331
C 19.751 -5.737 13.726 -0.223
C 20.618 -5.428 12.531 0.011
C 21.513 -6.294 11.944 0.674
Cl 21.781 -7.888 12.514 -0.209
S 22.148 -5.743 10.450 -0.106
C 21.273 -4.244 10.697 -0.355
C 20.471 -4.186 11.802 -1.055
C 16.707 -2.630 14.639 0.700
Cl 17.300 -2.856 16.231 -0.195
C 16.230 -1.337 14.426 -0.850
H 15.255 -1.713 11.150 0.387
H 16.165 -3.956 11.580 0.299
H 17.299 -5.374 12.764 0.254
H 15.712 -5.424 15.078 0.404
H 17.329 -5.527 15.859 0.407
H 18.524 -8.016 15.682 0.502
H 17.360 -10.423 15.063 0.650
H 15.058 -7.331 13.352 1.472
H 19.128 -6.655 13.564 0.080
H 20.293 -5.927 14.665 0.488
H 21.531 -3.469 9.935 0.391
H 19.849 -3.411 12.235 0.475
H 16.305 -0.543 15.172 0.442

Entry 3:
125
Properties=species:S:1:pos:R:3:mulliken_charge:R:1 method="wB97M-V/def2-TZVPD" homo_ev=-9.902 gap_ev=8.181 energy_ha=-6854.13923 de_lowest_ev=1.059 charge=+1
Sn 0.638 0.260 0.137 3.672
C -7.434 -2.230 -0.452 -0.614
S -7.089 -1.735 -2.149 -0.112
C -5.726 -2.862 -2.562 -1.180
C -4.336 -2.251 -2.426 -0.347
C -4.040 -1.788 -1.010 -0.925
N -2.693 -1.198 -0.857 0.660
P -1.427 -2.027 -0.077 -0.264
C -1.369 -3.611 -0.956 0.700
C -0.471 -3.722 -2.020 -0.458
C -0.452 -4.866 -2.806 -0.815
C -1.325 -5.911 -2.528 -0.666
C -2.202 -5.819 -1.452 -0.784
C -2.220 -4.677 -0.663 -0.517
C -2.049 -2.470 1.578 0.942
C -3.084 -1.761 2.181 -0.478
C -3.459 -2.043 3.491 -0.618
C -2.799 -3.030 4.209 -0.757
C -1.763 -3.743 3.613 -0.845
C -1.392 -3.462 2.307 -0.560
P -2.342 0.479 -1.047 -0.640
C -3.965 1.266 -1.206 0.411
C -4.615 1.486 -2.419 -0.368
C -5.870 2.077 -2.439 -0.884
C -6.488 2.445 -1.250 -0.555
C -5.846 2.236 -0.036 -0.900
C -4.584 1.658 -0.017 0.044
C -1.613 0.609 -2.721 0.899
C -0.982 1.813 -3.053 -0.654
C -0.283 1.936 -4.248 -0.651
C -0.179 0.849 -5.110 -0.700
C -0.786 -0.355 -4.779 -0.583
C -1.502 -0.475 -3.591 -0.815
H -8.323 -1.685 -0.135 0.382
H -6.617 -1.983 0.227 0.019
H -7.649 -3.297 -0.396 0.302
H -5.894 -3.186 -3.588 0.511
H -5.820 -3.750 -1.931 0.409
H -4.245 -1.403 -3.113 0.217
H -3.584 -2.993 -2.722 0.028
H -4.123 -2.632 -0.320 0.830
H -4.792 -1.059 -0.705 0.490
H 0.234 -2.923 -2.220 0.307
H 0.255 -4.947 -3.623 0.512
H -1.310 -6.806 -3.138 0.406
H -2.871 -6.641 -1.224 0.458
H -2.898 -4.620 0.181 0.376
H -3.594 -0.979 1.630 0.081
H -4.273 -1.493 3.948 0.491
H -3.099 -3.256 5.225 0.416
H -1.257 -4.526 4.165 0.491
H -0.595 -4.033 1.840 0.727
H -4.142 1.197 -3.351 0.413
H -6.373 2.239 -3.384 0.433
H -7.471 2.901 -1.271 0.407
H -6.323 2.530 0.892 0.476
H -4.074 1.500 0.929 0.344
H -1.029 2.654 -2.363 0.366
H 0.193 2.876 -4.503 0.483
H 0.378 0.939 -6.034 0.415
H -0.701 -1.205 -5.444 0.479
H -1.957 -1.421 -3.326 0.209
O -1.410 0.962 2.222 -0.051
C -1.113 1.093 3.592 -1.059
C 0.063 1.999 3.929 0.759
C 0.391 2.180 5.270 -0.991
C 1.450 3.000 5.604 -0.379
C 2.145 3.644 4.589 -0.874
C 1.737 3.429 3.290 -0.319
N 0.723 2.617 2.950 0.142
H -1.493 1.831 1.797 0.086
H -0.896 0.080 3.938 0.352
H -1.975 1.442 4.167 0.517
H -0.186 1.675 6.037 0.468
H 1.723 3.149 6.641 0.440
H 2.974 4.307 4.801 0.449
H 2.240 3.927 2.467 0.528
O -0.772 3.249 0.690 -0.499
H -1.094 4.150 0.599 0.225
H -0.048 3.253 1.337 0.246
O 1.248 -0.617 -1.667 0.047
H 2.160 -1.409 -1.860 -0.148
H 0.650 -0.621 -2.427 -0.015
Br 3.384 -2.465 -2.119 -0.545
C 3.585 1.220 -2.487 -1.360
C 3.923 1.246 -1.034 0.323
N 3.123 0.963 -0.024 1.088
C 3.872 1.129 1.132 -0.828
C 5.132 1.505 0.817 -1.427
N 5.162 1.563 -0.563 0.324
C 6.285 2.081 -1.324 -1.260
N 6.568 3.448 -0.980 0.667
N 7.759 3.731 -0.380 -0.694
N 7.779 4.966 -0.046 -0.533
C 6.558 5.522 -0.403 0.208
C 6.093 6.829 -0.233 -0.702
C 4.817 7.102 -0.665 -0.597
C 4.014 6.098 -1.255 -0.748
C 4.465 4.808 -1.431 -0.451
C 5.771 4.550 -0.989 1.412
H 2.506 1.263 -2.610 -0.284
H 3.925 0.287 -2.943 0.336
H 4.036 2.058 -3.019 0.600
H 3.449 0.971 2.112 0.771
H 5.995 1.746 1.417 0.550
H 6.066 1.973 -2.381 0.562
H 7.186 1.523 -1.090 0.374
H 6.720 7.587 0.219 0.438
H 4.418 8.102 -0.556 0.393
H 3.016 6.356 -1.586 0.435
H 3.841 4.052 -1.891 0.248
O 1.400 -1.281 1.637 -0.797
S 2.638 -1.634 2.463 0.046
C 2.296 -3.232 3.200 0.055
C 3.640 -3.979 3.269 -0.805
C 4.656 -3.258 2.341 -0.811
C 3.865 -2.361 1.393 0.071
H 1.584 -3.681 2.505 -0.218
H 1.806 -3.085 4.161 0.585
H 3.488 -5.010 2.957 0.336
H 4.012 -4.011 4.291 0.294
H 5.262 -3.958 1.770 0.396
H 5.345 -2.658 2.936 0.353
H 3.306 -2.904 0.625 -0.044
H 4.442 -1.575 0.911 0.196

Entry 4:
118
Properties=species:S:1:pos:R:3:lowdin_spin:R:1 method="wB97M-V/def2-TZVPD" homo_ev="-2.346 / -2.305" gap_ev="6.144 / 6.102" energy_ha=-4026.67847 de_lowest_ev=0.459 charge=-2 multiplicity=3
Ni -5.004 0.630 20.038 1.806
C -5.290 -2.106 22.451 0.001
O -5.329 -0.656 22.280 0.012
C -4.728 0.144 23.237 0.001
C -5.569 0.943 24.022 0.000
C -7.020 1.089 23.591 0.000
C -7.252 2.443 23.049 0.003
C -7.940 3.341 23.803 0.000
C -8.155 4.668 23.320 0.003
C -7.525 4.992 22.136 0.000
C -6.744 4.131 21.343 0.004
C -6.095 4.557 20.013 0.000
C -4.609 4.804 20.137 0.000
C -4.083 5.385 21.278 0.000
C -2.701 5.514 21.520 0.000
C -1.924 4.795 20.646 0.000
C -2.391 4.127 19.486 0.000
C -1.488 3.146 18.752 0.000
C -1.015 2.180 19.843 0.002
C 0.269 2.300 20.416 0.001
C 0.587 1.615 21.607 0.000
C -0.341 0.698 22.117 0.000
C -1.601 0.545 21.573 0.000
C -2.571 -0.457 22.198 0.001
C -3.375 0.201 23.353 0.000
C -2.849 0.927 24.436 0.000
C -3.667 1.663 25.323 0.000
C -5.025 1.709 25.035 0.000
C -3.073 2.445 26.486 0.000
C -1.750 2.986 26.039 0.000
C -2.944 1.443 27.622 0.000
C -3.919 3.721 26.923 0.000
C -1.997 1.350 20.464 0.007
O -3.229 1.388 20.011 0.039
C 1.993 1.863 22.209 0.000
C 3.053 1.541 21.139 0.000
C 2.103 3.327 22.618 0.000
C 2.310 0.992 23.414 0.000
C -3.728 4.202 19.218 0.000
O -4.232 3.707 18.046 0.000
C -3.976 4.542 16.919 0.000
C -2.087 6.330 22.687 0.000
C -0.645 5.884 22.953 0.000
C -2.093 7.796 22.246 0.000
C -2.845 6.098 24.020 0.000
C -6.681 2.777 21.793 0.003
O -6.097 1.836 21.148 0.037
C -9.080 5.644 24.143 0.000
C -9.088 7.092 23.639 0.000
C -8.510 5.667 25.555 0.000
C -10.469 5.020 24.216 0.000
H -5.364 -2.325 23.559 0.001
H -4.366 -2.432 22.026 0.000
H -6.104 -2.651 21.971 0.000
H -7.626 0.823 24.521 0.000
H -7.204 0.311 22.823 0.000
H -8.394 3.021 24.737 0.000
H -7.565 5.958 21.630 0.000
H -6.561 5.408 19.633 0.000
H -6.266 3.768 19.245 0.000
H -4.815 5.681 22.004 0.000
H -0.884 4.595 20.872 0.000
H -0.644 3.662 18.350 0.000
H -2.116 2.624 18.015 0.000
H 0.973 3.064 20.091 0.000
H -0.010 0.079 22.981 0.000
H -2.031 -1.284 22.616 0.000
H -3.308 -0.765 21.411 0.000
H -1.804 0.956 24.540 0.000
H -5.674 2.415 25.621 0.000
H -0.929 2.285 25.967 0.000
H -1.380 3.757 26.780 0.000
H -1.780 3.497 25.087 0.000
H -2.309 0.609 27.398 0.000
H -3.883 0.970 27.871 0.000
H -2.712 1.924 28.570 0.000
H -4.158 4.307 26.049 0.000
H -3.338 4.282 27.622 0.000
H -4.831 3.452 27.423 0.000
H 2.773 2.047 20.200 0.000
H 3.082 0.423 20.956 0.000
H 4.066 1.905 21.432 0.000
H 1.854 4.018 21.813 0.000
H 3.116 3.545 22.924 0.000
H 1.515 3.565 23.507 0.000
H 2.413 -0.092 23.187 0.000
H 1.563 1.146 24.176 0.000
H 3.286 1.236 23.835 0.000
H -4.005 5.568 17.188 0.000
H -4.657 4.280 16.137 0.000
H -2.975 4.344 16.563 0.000
H -0.024 6.093 22.096 0.000
H -0.554 4.837 23.203 0.000
H -0.262 6.500 23.791 0.000
H -1.813 7.840 21.171 0.000
H -1.362 8.429 22.777 0.000
H -3.104 8.270 22.303 0.000
H -2.748 5.065 24.271 0.000
H -3.920 6.307 23.964 0.000
H -2.354 6.631 24.816 0.000
H -8.122 7.498 23.667 0.000
H -9.805 7.686 24.234 0.000
H -9.401 7.152 22.606 0.000
H -7.401 5.786 25.560 0.000
H -8.702 4.708 26.130 0.000
H -8.974 6.444 26.109 0.000
H -10.989 4.999 23.250 0.000
H -11.056 5.658 24.933 0.000
H -10.322 3.972 24.614 0.000
O -5.903 -3.286 19.143 0.002
C -5.605 -2.075 18.950 0.004
O -4.904 -1.323 19.690 0.036
H -6.050 -1.540 18.035 0.000
N -5.369 1.142 18.034 0.037
C -5.389 1.460 16.915 0.003
N -5.499 1.844 15.712 -0.001
C -5.150 0.999 14.764 0.000
N -4.774 0.368 13.857 0.000